C49H38BF9FeO2P2 | the ωB97M-V functional and the def2-TZVPD basis

Cartesian coordinates (Å):
Fe 1.06 -0.19 -1.41
C 0.25 -6.04 -5.03
C 0.01 -6.26 -3.68
C 0.05 -5.21 -2.77
C 0.33 -3.93 -3.23
C 0.55 -3.69 -4.59
C 0.51 -4.75 -5.48
P 0.53 -2.54 -2.09
C -0.14 -3.07 -0.48
C 0.62 -3.14 0.68
C 0.02 -3.46 1.90
C -1.33 -3.75 1.95
C -2.10 -3.70 0.79
C -1.51 -3.34 -0.41
C 2.33 -2.36 -1.86
C 3.22 -3.41 -1.64
C 4.57 -3.13 -1.50
C 5.02 -1.81 -1.61
C 4.14 -0.77 -1.84
C 2.77 -1.03 -1.97
H 0.24 -6.86 -5.72
H -0.20 -7.26 -3.33
H -0.14 -5.40 -1.72
H 0.74 -2.69 -4.94
H 0.69 -4.57 -6.53
H 1.69 -2.97 0.64
H 0.62 -3.49 2.80
H -1.79 -4.03 2.89
H -3.16 -3.93 0.83
H -2.13 -3.28 -1.31
H 2.87 -4.44 -1.59
H 5.27 -3.93 -1.31
H 6.08 -1.60 -1.51
H 4.52 0.24 -1.95
F -1.33 7.18 -5.79
C -1.71 5.98 -6.26
F -3.03 6.04 -6.48
F -1.10 5.79 -7.44
C -1.37 4.88 -5.28
C -1.94 4.94 -4.01
C -1.68 3.95 -3.09
C -0.84 2.89 -3.45
C -0.27 2.84 -4.71
C -0.54 3.84 -5.64
P -0.48 1.59 -2.24
C 0.18 2.59 -0.85
C -0.58 3.13 0.18
C 0.02 3.85 1.19
C 1.40 4.04 1.18
C 2.17 3.54 0.14
C 1.56 2.82 -0.87
C 2.08 4.73 2.33
F 1.22 5.44 3.07
F 3.04 5.56 1.90
F 2.66 3.82 3.14
C -2.08 0.95 -1.66
C -3.14 0.83 -2.54
C -4.29 0.16 -2.16
C -4.37 -0.41 -0.90
C -3.32 -0.29 0.00
C -2.17 0.38 -0.38
C -5.62 -1.13 -0.47
F -6.30 -1.61 -1.52
F -6.45 -0.33 0.22
F -5.33 -2.18 0.32
H -2.59 5.77 -3.75
H -2.12 4.00 -2.11
H 0.38 2.02 -4.98
H -0.10 3.81 -6.62
H -1.65 2.96 0.21
H -0.57 4.25 2.00
H 3.24 3.72 0.12
H 2.16 2.43 -1.69
H -3.08 1.26 -3.54
H -5.12 0.06 -2.85
H -3.39 -0.72 0.98
H -1.35 0.46 0.32
C 0.48 1.96 6.58
C 0.37 0.43 6.46
C -1.10 0.02 6.51
C 1.10 -0.19 7.65
C 0.98 0.00 5.12
C 2.08 -0.85 5.03
C 2.70 -1.17 3.82
C 2.15 -0.61 2.70
O 2.55 -0.75 1.37
B 1.64 -0.02 0.64
O 0.69 0.58 1.47
C 1.04 0.19 2.76
C 0.43 0.53 3.94
H 0.13 2.29 7.56
H -0.13 2.47 5.82
H 1.51 2.29 6.45
H -1.54 0.32 7.47
H -1.21 -1.07 6.42
H -1.69 0.48 5.72
H 0.65 0.18 8.57
H 2.16 0.07 7.66
H 1.01 -1.28 7.66
H 2.49 -1.28 5.94
H 3.57 -1.81 3.78
H -0.44 1.17 3.95

E_tot: -4910.43574 Eh
largest force on an atom: 0.021 Eh/bohr
HOMO energy (alpha / beta): -10.76 / -10.96 eV
net charge: +1
2S+1: 6
energy relative to the best compared isomer or geometry (same formula, charge and spin): 0.861 eV
lowest unoccupied orbital energy (alpha / beta): -2.74 / -4.48 eV